[1]
A structure of composition C12H10Cl4F6NO7S2Ti in a non-equilibrium geometry. Source: the OMol25 dataset; level of theory: ωB97M-V/def2-TZVPD.

Output
* orbital gap (alpha / beta): 0.30391 / 0.31080 Ha
* HOMO energy (alpha / beta): -0.295 / -0.301 hartree
* spin multiplicity: 2

XYZ file:
```
43
Properties=species:S:1:pos:R:3:forces:R:3
Ti -0.359544 -0.407763 0.309867 -0.89 1.78 -0.22
F 1.157456 0.143937 4.043667 -0.29 0.10 0.04
C 0.634856 -1.039863 3.743867 0.53 -0.03 -0.03
F 1.322556 -1.546963 2.722367 -0.13 0.04 0.34
F 0.765356 -1.847563 4.786667 -0.43 0.10 -0.13
S -1.160844 -0.802463 3.245267 0.41 -0.69 1.72
O -1.046544 0.047037 2.065567 -0.32 0.80 1.03
O -1.822844 -0.225563 4.352867 -0.16 -0.06 0.10
N -1.690644 -2.239863 2.899467 0.17 -0.01 0.14
S -1.317844 -2.935463 1.546367 -2.00 -0.81 -0.11
O -1.339144 -4.344663 1.614267 0.03 -0.12 0.08
O -0.213644 -2.295063 0.865967 0.69 -1.16 0.22
C -2.698844 -2.360363 0.378867 -0.24 -0.08 -0.49
F -3.896844 -2.907963 0.457967 0.57 -0.11 0.46
F -2.838444 -1.021163 0.600667 -0.04 -0.14 0.00
F -2.252244 -2.471963 -0.872033 -0.14 -0.37 0.22
Cl 5.317356 0.126037 -3.068833 0.29 0.06 0.03
C 3.684156 -0.109563 -2.612133 -0.33 -0.05 -0.24
C 2.727056 -0.328863 -3.601933 0.07 0.00 0.27
Cl 3.180256 -0.327763 -5.256333 0.03 -0.03 -0.20
C 1.394256 -0.545363 -3.249933 -0.17 -0.02 0.32
Cl 0.192456 -0.802863 -4.452233 -0.20 -0.04 0.00
C 1.016356 -0.538263 -1.911533 1.60 0.24 -0.36
O -0.208944 -0.740963 -1.444933 -0.01 -0.60 -2.26
C 1.984556 -0.262563 -0.901633 0.24 0.02 -1.36
O 1.483356 -0.188763 0.314767 1.38 -0.10 0.13
C 3.317856 -0.065263 -1.266733 -0.37 -0.05 0.07
Cl 4.493856 0.253537 -0.058033 -0.04 0.03 0.28
C -2.630844 0.966637 -1.639233 0.34 0.08 0.18
C -1.436244 1.878337 -1.412733 -0.51 0.12 -0.62
O -0.784444 1.588537 -0.163233 -0.15 0.58 -0.15
C 0.185556 2.608837 0.130467 0.47 0.58 0.38
C 0.750956 2.438537 1.531067 -0.19 -0.18 -0.21
H -3.177944 1.320937 -2.511033 -0.02 -0.01 -0.03
H -3.296244 0.993837 -0.776233 -0.06 0.03 -0.05
H -2.293444 -0.052663 -1.831633 -0.24 0.14 -0.05
H -1.778844 2.924637 -1.381733 0.22 -0.25 0.08
H -0.711644 1.765437 -2.235033 -0.09 0.07 0.27
H -0.325744 3.581837 0.052767 0.13 -0.29 -0.08
H 0.987856 2.564937 -0.624233 -0.24 -0.01 0.14
H -0.053844 2.415437 2.266767 0.06 0.11 0.00
H 1.410356 3.275637 1.749067 0.03 0.06 0.00
H 1.329156 1.515437 1.592767 0.00 0.28 0.13
```
Forces are in eV/Å.

[2]
A structure of composition C25H33Cl2N5OReSb in a non-equilibrium geometry. Source: the OMol25 dataset; level of theory: ωB97M-V/def2-TZVPD.

Output
* total charge: +3
* orbital gap (alpha / beta): 0.13782 / 0.14848 Ha
* HOMO energy (alpha / beta): -0.570 / -0.579 hartree
* spin multiplicity: 2

XYZ file:
```
68
Properties=species:S:1:pos:R:3:forces:R:3
Re 0.310022 1.021216 -0.530216 0.34 -3.44 1.05
C 2.620722 3.052016 4.196884 -0.18 -0.07 -0.18
C 1.298022 2.989916 3.759984 0.20 0.14 0.18
C 0.953522 2.176216 2.701284 0.05 -0.32 -0.30
C 1.928022 1.392616 2.059684 0.19 0.96 1.08
C 3.265422 1.492116 2.484984 -0.31 -0.08 -0.32
C 3.597522 2.310416 3.542584 -0.02 0.13 0.08
N 1.558922 0.543316 1.023384 -1.47 1.01 -2.07
C 2.048622 -0.733184 1.020784 0.31 -1.41 -0.70
C 2.728722 -1.380584 2.066984 -0.18 0.26 -0.10
C 3.245622 -2.640884 1.866584 -0.05 -0.08 -0.10
C 3.095322 -3.302384 0.644884 -0.07 0.10 0.05
C 2.385322 -2.721884 -0.389816 -0.29 0.25 -0.10
C 1.836222 -1.456084 -0.194516 0.57 -0.58 1.29
N 1.214022 -0.664384 -1.129216 -0.16 0.98 -1.26
N 1.515522 -0.828184 -2.381216 0.50 -1.36 1.19
C 1.605522 0.343316 -3.025416 -0.25 1.44 -0.79
C 2.011122 0.417216 -4.366416 -0.25 -0.41 0.67
C 2.284822 1.649616 -4.913816 -0.02 0.65 0.22
C 2.159422 2.787016 -4.108316 0.15 -0.32 -0.32
C 1.729822 2.656116 -2.802016 0.06 0.28 0.17
N 1.426322 1.473116 -2.258616 -0.09 -0.18 0.04
H 2.888422 3.679316 5.033484 0.00 0.05 0.05
H 0.538722 3.571616 4.262284 -0.04 0.00 0.03
H -0.081678 2.075516 2.398884 -0.07 -0.03 0.07
H 4.035522 0.966416 1.944084 0.13 -0.13 -0.03
H 4.628122 2.379516 3.853884 0.10 0.02 0.03
H 2.838022 -0.890884 3.019984 0.05 0.02 0.12
H 3.778122 -3.127284 2.667084 0.07 -0.06 0.12
H 3.531322 -4.279284 0.513784 0.03 -0.13 -0.04
H 2.243122 -3.233384 -1.329616 0.04 -0.02 -0.09
H 2.133122 -0.504284 -4.912916 0.01 -0.09 -0.08
H 2.616722 1.742316 -5.938216 0.01 -0.03 -0.04
H 2.415722 3.764516 -4.486016 -0.01 0.08 -0.02
H 1.653822 3.523916 -2.157616 -0.08 -0.02 -0.01
Cl -0.594778 3.190316 -0.014816 -0.07 1.04 0.91
C -1.680878 3.259916 -1.408816 -0.31 0.80 -0.63
Cl -1.527778 1.649816 -2.130216 -0.35 0.14 -0.40
H -1.347078 4.020116 -2.115016 -0.01 -0.04 0.15
H -2.708378 3.434716 -1.091116 0.17 -0.04 0.09
C -3.073178 -0.860584 3.653984 -0.65 -0.04 0.40
N -2.112078 -0.644684 2.591084 0.16 0.16 -0.33
C -0.782078 -1.147084 2.842084 0.51 -0.12 -0.14
C -2.459978 -0.091584 1.446684 -0.01 0.19 0.14
C -3.912578 0.212016 1.233184 -0.04 0.09 -0.18
O -1.651178 0.135116 0.493184 0.94 0.66 0.01
H -2.564278 -1.256384 4.527884 0.05 0.00 -0.06
H -3.838878 -1.573284 3.348284 -0.01 -0.04 0.07
H -3.556078 0.072916 3.939784 0.01 -0.03 0.03
H -0.847478 -2.198684 3.123984 0.02 0.02 0.02
H -0.310778 -0.595484 3.657184 0.01 0.01 -0.02
H -0.182578 -1.060584 1.939284 -0.13 -0.05 0.16
H -4.313778 0.869816 2.000184 0.00 0.04 0.11
H -4.488378 -0.711784 1.273684 -0.10 -0.05 0.03
H -4.063878 0.679716 0.262784 0.10 -0.03 0.03
C -4.215978 -1.235884 -2.407016 0.65 -0.06 0.14
Sb -2.083778 -1.419484 -2.033216 0.37 -0.54 -0.48
C -1.848378 -3.436784 -1.261816 -0.10 0.55 -0.16
C -1.274178 -1.600784 -4.040416 -0.40 -0.10 0.52
H -4.497078 -2.171984 -2.875516 -0.11 -0.17 -0.10
H -4.417878 -0.410884 -3.081816 0.07 0.09 -0.05
H -4.763578 -1.109984 -1.480716 -0.01 0.00 0.11
H -1.648378 -4.089584 -2.106216 0.00 -0.05 -0.10
H -2.770378 -3.735584 -0.773616 -0.09 -0.01 0.04
H -1.024878 -3.480884 -0.556016 0.06 0.04 0.03
H -1.924478 -2.299884 -4.554316 -0.03 -0.13 -0.23
H -0.264478 -1.993184 -3.989516 0.07 -0.07 0.03
H -1.288178 -0.644084 -4.550616 -0.03 0.13 -0.03
```
Forces are in eV/Å.

[3]
A structure of composition C16H10ClN4O4Zn. Source: the OMol25 dataset; level of theory: ωB97M-V/def2-TZVPD.

Output
* total charge: +1
* orbital gap: 0.22856 Ha
* HOMO energy: -0.412 hartree

XYZ file:
```
36
Properties=species:S:1:pos:R:3:forces:R:3
Zn -0.715415 -0.221426 0.164500 0.02 -0.51 0.33
Cl 3.693696 -2.046921 -4.879213 0.01 0.01 0.03
C 2.374720 -1.812008 -3.787164 0.02 -0.08 -0.04
C 1.589650 -2.918604 -3.404011 0.02 -0.03 0.03
C 0.500875 -2.753569 -2.594886 -0.07 0.02 0.05
C 0.145326 -1.488689 -2.060826 0.00 0.13 0.10
O -0.915541 -1.398399 -1.314466 0.14 -0.19 -0.24
C 1.005740 -0.381816 -2.399557 -0.07 -0.10 -0.13
C 0.757810 0.974824 -1.966467 -0.04 0.07 0.05
N 0.098186 1.239340 -0.897578 0.14 0.25 -0.03
C -0.325862 2.504943 -0.444507 -0.01 -0.10 -0.04
C 0.157761 3.716020 -0.854806 0.04 0.03 -0.03
C -0.399515 4.915723 -0.368738 0.01 0.01 -0.02
C -1.443092 4.890996 0.509552 -0.03 0.00 0.00
C -1.957168 3.655516 0.970362 0.00 0.00 0.00
C -3.050078 3.565759 1.861902 0.00 0.01 0.00
C -3.501067 2.344091 2.269384 -0.03 0.02 0.06
C -2.844868 1.193489 1.812526 0.08 -0.05 0.05
N -1.826692 1.235247 0.978224 0.08 0.22 -0.13
C -1.378972 2.455940 0.519273 -0.06 -0.04 0.03
C 2.062784 -0.570225 -3.323534 0.05 0.14 0.11
H 1.857541 -3.901629 -3.769078 -0.04 0.01 -0.03
H -0.124294 -3.591702 -2.316295 0.02 -0.01 -0.03
H 1.156629 1.776936 -2.590141 -0.02 0.01 -0.01
H 0.977127 3.761165 -1.561269 -0.03 0.02 0.00
H -0.001430 5.860587 -0.712447 0.01 -0.02 0.00
H -1.893800 5.809570 0.862627 0.02 -0.01 0.01
H -3.524812 4.475205 2.208786 0.01 0.00 0.00
H -4.338075 2.244984 2.944934 0.01 -0.01 -0.01
H -3.155364 0.214106 2.153295 -0.02 -0.01 -0.02
H 2.655341 0.284968 -3.628775 -0.02 -0.03 -0.01
O 3.038011 -1.980566 -0.465723 -0.23 0.36 0.04
N 2.443166 -1.085681 -0.261658 0.16 -0.43 -0.12
O 1.046167 -3.460121 1.003719 -0.08 0.03 0.22
N 0.438212 -2.543298 1.420924 0.14 -0.05 -0.36
O 0.864700 -1.340055 0.917330 -0.25 0.32 0.11
```
Forces are in eV/Å.

[4]
An isolated molecule of C21H23NO6. Source: the OMol25 dataset; level of theory: ωB97M-V/def2-TZVPD.

Output
* structure (SMILES): COc1ccc(NC(=O)CCCC(=O)OCC(=O)c2cccc(OC)c2)cc1
* orbital gap: 0.30827 Ha
* HOMO energy: -0.300 hartree

XYZ file:
```
51
Properties=species:S:1:pos:R:3:forces:R:3
C -4.693085 -0.996494 -0.939523 -0.10 -0.12 -0.10
H -5.470160 -0.396419 -1.410234 0.01 -0.08 0.01
O -3.844341 -0.079930 -0.292610 0.22 0.13 0.27
C -2.799002 -0.569518 0.444298 0.08 0.05 0.00
C -2.443755 -1.908882 0.533197 -0.29 0.24 -0.20
C -1.358575 -2.297397 1.300756 0.19 -0.06 0.13
C -0.609137 -1.353660 1.991433 -0.32 -0.06 -0.25
C -0.969597 -0.007812 1.905107 -0.04 -0.15 -0.01
C -2.046503 0.379403 1.138039 -0.17 -0.08 -0.10
H -2.326107 1.418686 1.063458 -0.04 0.13 0.01
H -0.386089 0.736693 2.425975 0.07 0.09 0.04
N 0.505649 -1.690273 2.768446 -0.03 0.27 0.28
C 1.264429 -2.816986 2.677137 0.33 -0.05 0.54
O 0.968760 -3.791420 2.020669 -0.08 -0.21 -0.25
C 2.538989 -2.762333 3.508551 0.10 -0.04 -0.06
H 3.029085 -3.729532 3.384647 -0.13 0.04 0.01
H 2.272546 -2.647280 4.561694 0.00 -0.05 0.02
C 3.500630 -1.642405 3.090891 -0.03 -0.03 -0.09
H 3.154713 -0.672591 3.456694 0.11 -0.02 0.03
H 4.471271 -1.838158 3.548700 -0.04 0.06 0.02
C 3.652893 -1.546797 1.570389 -0.06 0.12 0.16
C 2.589638 -0.655248 0.971186 0.14 -0.03 0.21
O 2.132880 0.322354 1.510024 0.04 0.13 -0.12
O 2.197901 -1.091561 -0.226555 0.01 -0.21 -0.24
C 1.294314 -0.246841 -0.918089 0.09 0.24 0.20
C 2.005146 1.042670 -1.339266 -0.02 -0.52 0.18
O 3.194181 1.163378 -1.164822 -0.11 0.04 -0.06
C 1.171899 2.097807 -1.952815 0.07 0.80 -0.33
C -0.185809 1.927194 -2.233763 -0.05 -0.06 0.01
C -0.902164 2.959143 -2.827340 0.20 0.16 -0.03
C -0.258515 4.165458 -3.125620 -0.19 -0.21 0.04
C 1.080247 4.332282 -2.841226 -0.09 -0.05 -0.01
C 1.799614 3.303060 -2.261251 0.04 -0.28 0.13
H 2.848757 3.410380 -2.034715 0.08 0.00 0.02
H 1.565821 5.267262 -3.075511 0.03 0.09 -0.02
H -0.839325 4.951374 -3.581986 -0.07 0.09 -0.06
O -2.214425 2.901849 -3.162958 0.09 0.26 -0.10
C -2.932456 1.712938 -2.920278 -0.07 -0.14 0.11
H -3.936303 1.898488 -3.298753 0.04 -0.06 0.03
H -2.495610 0.866038 -3.459311 0.00 0.00 0.02
H -2.987242 1.482104 -1.853129 0.03 -0.01 -0.07
H -0.674112 0.998198 -1.991257 -0.12 -0.12 0.03
H 0.967299 -0.809890 -1.793764 -0.03 0.07 0.06
H 0.441202 -0.007182 -0.273206 0.05 -0.05 -0.20
H 4.610045 -1.084510 1.316946 -0.03 -0.02 -0.08
H 3.608623 -2.526182 1.094995 0.07 0.00 -0.03
H 0.907404 -0.906927 3.266099 0.06 -0.19 -0.09
H -1.085962 -3.337457 1.353957 0.01 -0.02 0.01
H -3.003296 -2.668645 0.011432 -0.07 -0.06 -0.06
H -4.160902 -1.565137 -1.709288 -0.01 -0.01 0.03
H -5.151464 -1.689294 -0.227452 0.02 0.01 -0.03
```
Forces are in eV/Å.

Looking at energy above the lowest of the compared OMol25 structures with the same formula, charge and spin for the records above, in order, we have 26.2; 85.1; 18.7; 35.2 kcal per mole.